ORCA calculation (ωB97M-V with the def2-TZVPD basis set) on a structure of composition C28H16Br2IN3O2Ru.

XYZ file:
```
53
Properties=species:S:1:pos:R:3:forces:R:3:lowdin_spin:R:1
H 5.273606 1.544563 4.176323 0.00 0.00 0.00 0.0009
H 0.163723 1.660296 -5.287138 0.00 0.00 0.00 0.0000
Br -5.821588 -3.512496 1.389211 0.00 0.01 0.00 0.0013
H -0.166663 -3.310580 -4.871388 0.00 0.00 0.00 0.0000
H 3.586028 3.307709 0.125133 0.00 0.00 0.00 -0.0007
C -4.048772 -1.309129 1.274985 0.02 -0.01 -0.01 0.0025
C 3.760010 1.093382 2.711746 0.00 -0.01 0.01 0.0057
C 0.158010 0.520461 -2.595468 -0.02 -0.01 -0.02 0.0231
C 4.036908 2.228092 1.903994 0.00 0.01 -0.02 0.0648
C 0.080959 -0.040524 -3.976583 0.00 -0.01 0.01 0.0067
C -3.601976 1.629715 1.518521 0.01 0.02 0.01 0.0029
C 2.546406 -0.944964 3.118842 -0.01 -0.01 0.00 0.0062
H -3.108831 -4.507925 0.680428 0.00 0.00 0.00 0.0003
C 0.002636 -1.752150 -2.406541 0.00 0.02 0.03 0.0266
H -4.573968 1.280326 1.829081 0.00 0.01 0.01 0.0006
C 2.325802 1.564666 0.357819 0.00 0.00 -0.01 0.1245
C -4.160546 -2.684741 1.142579 -0.04 0.00 0.00 0.0033
H 4.825972 2.901270 2.215933 0.00 0.00 0.00 0.0034
H 4.834106 -0.462772 5.540428 0.00 0.00 0.00 -0.0006
C -0.086225 -1.614715 -6.216377 0.00 0.00 0.00 0.0027
H 1.802941 1.765263 -0.575743 0.00 0.01 -0.01 0.0146
H -0.153408 2.792305 0.418518 0.00 -0.01 0.00 0.0021
C -1.845422 -2.778010 0.644643 -0.07 0.02 0.02 0.0138
N -1.723983 -1.456450 0.790241 -0.04 -0.06 0.01 0.0877
C 4.502069 0.841757 3.888232 0.00 -0.02 0.01 0.0154
H -1.853437 4.493921 1.041527 -0.01 0.00 0.00 0.0004
C -2.088408 3.441145 1.086789 0.02 -0.02 -0.01 0.0014
N 0.116217 -0.551046 -1.712168 0.02 0.02 -0.02 0.1766
I 1.126873 -2.357653 2.515338 -0.01 0.03 -0.06 0.1717
C 4.261499 -0.270476 4.643680 0.00 0.02 -0.02 -0.0040
C -3.047956 -3.437930 0.812487 0.06 -0.02 -0.02 0.0021
C -0.012102 -1.420420 -3.861732 0.00 0.00 0.02 0.0070
C -3.333245 2.990587 1.491833 -0.02 0.00 0.00 0.0066
Br -4.659438 4.209133 1.999287 0.00 0.00 0.00 0.0026
C 0.005814 -0.230191 -6.331827 0.00 0.00 0.00 0.0028
C -2.603469 0.749093 1.143526 0.04 -0.07 -0.02 0.0161
C 1.984868 0.472044 1.132800 -0.03 -0.09 0.04 0.1978
C 2.735904 0.197239 2.313041 0.05 0.05 0.01 0.0453
H -0.952756 -3.315753 0.352649 0.00 -0.01 0.00 0.0027
H -4.921264 -0.719135 1.507114 -0.01 0.00 0.00 0.0005
H 3.100371 -2.082192 4.837087 -0.01 0.00 0.00 0.0033
N -1.387910 1.185145 0.777796 -0.05 0.05 0.01 0.1160
Ru 0.236164 -0.342201 0.347952 0.05 0.01 0.02 3.7456
C -1.142138 2.496455 0.742146 0.00 0.01 0.00 0.0187
C -2.808762 -0.724517 1.083914 0.04 0.06 0.00 0.0112
O 0.230939 1.680516 -2.245597 0.01 0.00 0.00 0.0176
C 3.271174 -1.190846 4.249304 0.01 0.01 0.00 0.0181
O -0.073650 -2.834467 -1.867460 0.01 -0.01 0.00 0.0205
H -0.148687 -2.215890 -7.113539 0.00 0.00 0.00 0.0001
C 0.090735 0.584282 -5.205592 0.00 0.01 0.00 0.0016
C -0.097334 -2.235782 -4.970083 0.00 0.00 -0.01 0.0019
H 0.012498 0.217491 -7.316596 0.00 0.00 0.00 0.0002
C 3.349720 2.456107 0.748925 0.00 -0.01 0.01 0.0082
```
Forces are in eV/Å.

Summary:
- net charge = +1
- spin multiplicity = 6
- max |F| (eV/A) = 0.1
- gap between HOMO and LUMO (alpha / beta) (eV) = 7.024 / 6.306